The following is a DFT calculation (the ωB97M-V functional and the def2-TZVPD basis) of a cluster of 6 separate species, H12O6 in total.

As for the net charge: 0. Its spin multiplicity is 1. The calculation puts the largest force on an atom at 0.84 eV/A. The HOMO energy comes out at -10.8 eV.

```
18
Properties=species:S:1:pos:R:3:forces:R:3:mulliken_charge:R:1
H -3.4666 -1.3926 -0.4134 -0.08 -0.09 0.20 0.314
H -1.3262 2.3217 -0.2910 -0.49 0.12 0.24 0.329
O -0.9993 -1.5802 1.7732 -0.25 -0.17 0.46 -0.620
H 2.0658 1.0353 1.0488 0.07 -0.38 -0.10 0.315
O -0.3921 2.4810 -0.4267 0.11 -0.16 -0.04 -0.705
O 2.0460 1.9612 1.2908 0.26 0.19 0.17 -0.657
H -1.0730 -2.4828 1.4630 -0.03 -0.22 0.00 0.301
O -0.2228 -0.2387 -0.5941 -0.26 -0.65 -0.14 -0.707
H -0.2383 0.7009 -0.7763 0.22 0.78 0.23 0.390
O 2.8196 -1.2751 -0.0456 -0.09 0.24 0.03 -0.601
H -0.4961 -1.1329 1.0929 0.21 0.32 -0.41 0.332
H 2.9751 -1.5018 -0.9625 0.15 -0.01 -0.23 0.301
H 0.2232 -0.6222 -1.3492 0.17 -0.28 -0.08 0.326
O -3.1898 -0.7542 -1.0708 -0.36 0.11 -0.32 -0.648
H 1.1897 2.2688 0.9934 -0.26 0.10 -0.13 0.320
H -2.2927 -0.5292 -0.8239 0.54 -0.05 0.16 0.386
H 2.7156 -2.1181 0.3957 -0.03 -0.20 0.22 0.314
H -0.3382 2.8589 -1.3045 0.12 0.34 -0.26 0.310
```
Forces are in eV/Å.


The following is a DFT calculation (the ωB97M-V functional and the def2-TZVPD basis) of a cluster of 2 separate species, C9H18O in total in a non-equilibrium geometry.

As for the net charge: 0. Its spin multiplicity is 1. The calculation puts the largest force on an atom at 2.68 eV/A. The HOMO energy comes out at -9.3 eV.

```
28
Properties=species:S:1:pos:R:3:forces:R:3:mulliken_charge:R:1
H -1.0261 -2.7953 -0.2324 -0.06 -0.03 0.00 0.298
C 0.0577 -2.7130 -0.2654 -0.05 -0.15 -0.23 -1.254
H 2.2434 -0.8140 -2.1722 0.06 -0.03 -0.08 0.333
H 2.5230 -2.4488 -1.5283 0.13 0.00 -0.01 0.373
H 2.3214 -1.0840 -0.4351 0.03 -0.03 0.12 0.213
H 2.6017 1.5159 1.1171 -0.01 -0.16 -0.01 0.378
H -0.0146 -0.4014 -2.8529 0.13 0.06 -0.15 0.256
H -2.4870 2.6227 0.3943 -0.06 0.15 -0.01 0.400
H -2.1817 -0.2806 0.0897 -0.10 0.01 -0.05 0.130
C 1.6158 1.9116 0.8788 -0.20 0.43 -0.11 -1.533
H -0.8687 3.3003 0.6224 0.05 0.10 -0.03 0.392
C 1.9841 -1.5122 -1.3796 -0.10 -0.02 -0.18 -1.209
H 0.4782 -3.7067 -0.4394 0.00 -0.03 0.11 0.406
H -1.4103 -1.2877 -2.0646 -0.14 -0.09 0.05 0.324
O -0.3530 1.3965 2.3124 -0.10 0.41 1.70 -0.565
C -1.4195 2.4253 0.2902 -0.20 -0.01 0.49 -1.480
H -1.7005 -0.7351 1.7263 0.05 -0.04 0.04 0.336
H 1.5251 2.8662 1.4041 -0.09 -0.09 -0.08 0.451
C -0.3450 -1.1252 -2.1246 -0.07 0.00 -0.09 -1.136
C -2.0405 0.0905 1.1042 0.48 -0.15 -0.11 -1.324
H 0.4071 -2.3711 0.7107 0.05 -0.03 0.03 0.264
C 0.5072 -1.7709 -1.3423 0.02 0.36 0.44 1.162
H 1.5760 2.1131 -0.1943 0.07 -0.03 -0.01 0.244
C -1.0389 1.2152 1.1101 2.23 -0.03 -1.05 1.401
C 0.5175 0.9803 1.3010 -2.30 -0.55 -1.26 0.168
H -2.9991 0.4361 1.4895 -0.06 0.08 0.03 0.444
H 0.7407 -0.0820 1.2449 0.19 -0.07 0.55 0.259
H -1.2140 2.2540 -0.7644 0.03 -0.06 -0.10 0.271
```
Forces are in eV/Å.


The following is a DFT calculation (the ωB97M-V functional and the def2-TZVPD basis) of a cluster of 3 separate species, C3H9NO3 in total in a non-equilibrium geometry.

As for the net charge: +1. Its expectation value of S² is 1.770. Its spin multiplicity is 2. The calculation puts the largest force on an atom at 2.53 eV/A. The HOMO energy (spin up / spin down) comes out at -14.5 / -14.7 eV.

```
16
Properties=species:S:1:pos:R:3:forces:R:3:lowdin_spin:R:1
N 1.3741 -0.4757 0.8736 1.73 1.18 -1.42 0.567
C 2.4708 -1.1451 0.1562 -0.42 0.23 0.35 0.107
O -2.9394 -0.5934 1.0149 0.42 0.23 0.27 -0.110
H -3.0464 1.7262 -0.8973 -0.37 -0.17 0.07 -0.014
O -3.3542 0.7943 -0.8846 0.01 1.20 -1.15 -0.861
H -3.7835 -1.0317 1.1597 -0.04 0.01 0.03 0.000
H -3.0698 0.0314 0.2473 0.11 -1.10 0.68 -0.013
H 2.6206 -0.5681 -0.7790 -0.17 -0.23 -0.05 0.038
C 0.3906 0.1155 0.0914 -0.91 -0.75 1.81 0.626
C 0.7321 1.0730 -0.9260 -0.97 0.99 -1.07 0.163
H -0.6235 0.0987 0.4757 -0.31 -0.32 -0.25 0.042
H -0.0774 1.5348 -1.5163 -0.59 -0.40 0.46 0.034
H 3.3584 -1.0147 0.7363 0.54 -0.26 0.43 0.000
H 2.2641 -2.1921 -0.0172 -0.15 -0.20 -0.36 0.020
H 1.8600 0.2074 1.4842 -0.90 -0.32 0.38 0.034
O 1.8235 1.4394 -1.2190 2.02 -0.08 -0.19 0.367
```
Forces are in eV/Å.


The following is a DFT calculation (the ωB97M-V functional and the def2-TZVPD basis) of a cluster of 19 separate species, C2H41O19 in total in a non-equilibrium geometry.

As for the net charge: -1. Its spin multiplicity is 1. The calculation puts the largest force on an atom at 4.35 eV/A. The HOMO energy comes out at -6.3 eV.

```
62
Properties=species:S:1:pos:R:3:forces:R:3:mulliken_charge:R:1
H 2.8979 0.8780 1.4788 -1.76 1.82 -0.33 0.292
O 1.5059 -3.2990 -1.1172 -0.99 -1.79 -0.98 -0.723
H 1.4229 -1.7370 2.0368 0.97 0.11 -0.53 0.424
O -1.0671 3.2110 -0.2382 -1.81 0.18 0.64 -0.649
O -1.4831 2.1230 3.5358 -1.84 0.47 -1.27 -0.668
O -1.5121 -3.4970 0.9158 0.61 0.64 0.78 -0.703
H -1.9411 0.3340 -2.9362 -1.05 0.68 -0.64 0.341
O -2.7921 0.7670 -3.2102 1.29 -0.96 -0.61 -0.757
H -0.8911 -2.8790 1.3588 -0.30 -0.79 0.35 0.330
H -0.9741 -0.9000 0.4808 -0.44 0.93 -0.07 -0.996
H -3.2021 0.9220 -0.5142 -0.20 -2.88 0.84 0.438
H 1.7169 -1.7740 -4.3372 -0.03 0.29 1.30 0.244
O 3.4479 0.7280 -1.7452 -0.08 -1.83 0.70 -0.750
H 0.8749 -0.4650 -1.1372 -0.15 -0.89 -0.48 0.210
H -0.9031 -1.5080 -1.5272 -0.22 0.92 -0.01 0.258
H 1.1019 1.8820 1.1708 -0.20 -0.28 -1.59 0.090
H -1.8631 2.8370 2.9628 0.53 -1.10 0.62 0.291
H -3.3301 -2.2520 2.3558 -0.03 -0.38 -0.43 0.278
H -3.3651 -1.1460 0.2748 0.07 -0.52 0.27 0.459
O -1.1851 -2.4030 -1.6892 -1.81 0.67 -0.07 -0.826
H -0.7861 2.5150 4.0208 1.29 0.64 0.62 0.279
H 3.4509 -2.8370 1.0788 -0.14 0.52 -0.33 0.254
O -1.3621 -0.6150 3.6058 -0.20 1.51 1.23 -0.845
O 3.6229 0.3290 1.6228 2.01 -0.97 0.99 -0.711
H 0.9249 3.1410 1.9838 0.01 0.06 -0.09 0.244
H -1.0561 0.8940 0.8998 0.64 -0.74 -0.59 0.066
C 0.7219 0.1120 -0.2412 -0.04 2.57 -0.25 0.775
H -3.1061 1.1810 -2.3982 -0.29 0.15 0.27 0.508
H 3.3769 1.4340 -2.3592 -0.06 1.12 -0.78 0.364
H 0.3159 1.2120 -2.0452 1.05 0.33 1.27 0.361
H 1.4069 -0.2920 0.4908 0.00 -0.04 0.54 -1.178
O -3.5751 -1.0980 -0.6662 -0.71 0.80 -0.04 -0.707
H 1.7239 -2.6110 -1.7092 -0.23 0.89 -2.85 0.260
O 1.3629 2.2880 1.9928 0.26 0.49 1.62 -0.814
H -1.3731 0.3590 3.4618 0.48 -0.03 -1.08 0.377
H 3.7489 -2.1610 -0.2562 0.56 0.26 -0.56 0.320
H -2.9501 -1.6260 -1.1522 0.32 -0.45 -0.08 0.364
H 0.1839 -1.4170 2.7178 -1.17 0.99 1.04 0.305
H 1.8369 2.7550 -1.1202 -0.16 -0.80 0.47 0.370
H -1.7081 -0.4880 4.5048 0.12 -1.13 0.17 0.328
C -0.7421 0.1360 0.1318 1.53 -2.01 3.54 1.872
H 2.5499 0.7170 -1.3382 0.61 0.60 -0.10 0.116
O 0.0209 1.0810 -2.9422 0.15 -1.46 -1.24 -0.773
O 3.2469 -2.0430 0.5438 -0.06 -1.29 0.98 -0.739
H 3.3439 -0.5460 1.3618 0.19 -0.15 -0.29 0.404
H -2.5721 2.2250 -0.6542 0.49 0.86 0.01 0.411
H 2.7059 -1.5320 -3.1742 0.39 0.47 -0.10 0.296
H -0.3481 -2.7900 -1.7612 2.18 -1.70 -0.30 0.416
H -0.2361 2.7810 -0.3182 1.91 -1.65 -0.39 0.189
O 2.4279 3.4610 -1.3972 0.57 1.56 -0.64 -0.719
O 1.7689 -1.5740 -3.3702 -0.20 -0.51 -1.19 -0.608
H -0.4981 1.8470 -3.0632 -1.17 1.31 -0.67 0.311
O -3.4331 -1.3270 2.1208 -1.01 -0.24 -0.25 -0.765
H -0.8651 4.1230 -0.3102 0.06 1.42 -0.27 0.267
H 1.9059 -2.8250 -0.4402 0.73 0.59 3.52 0.487
H 2.5139 4.0740 -0.6612 0.03 -0.26 -0.01 0.279
O 0.5859 -2.1230 2.2478 0.34 -1.07 -0.28 -0.716
O 1.0709 1.4630 -0.6112 -0.35 -1.09 1.21 0.315
H -1.2111 0.3290 -0.7402 -2.00 0.67 -2.67 -0.666
H -1.3071 -3.2070 0.0258 -0.51 -0.24 -0.94 0.443
O -3.3751 1.7540 -0.8712 -0.81 2.33 -0.31 -0.770
H -2.7701 -0.9240 2.6728 0.66 0.41 0.30 0.449
```
Forces are in eV/Å.


The following is a DFT calculation (the ωB97M-V functional and the def2-TZVPD basis) of an isolated molecule of C5H8O2 in a non-equilibrium geometry.

As for the net charge: 0. Its spin multiplicity is 1. The calculation puts the largest force on an atom at 1.30 eV/A. The HOMO energy comes out at -9.5 eV.

```
15
Properties=species:S:1:pos:R:3:forces:R:3:mulliken_charge:R:1
H -0.8137 2.2144 0.0759 -0.28 0.30 0.08 0.335
H 0.7439 -0.9145 -1.5015 -0.04 0.16 0.27 0.270
H -1.4667 0.0215 0.3804 -0.32 0.45 -0.22 0.245
O 0.5426 -3.0177 0.6447 -0.10 0.46 -0.03 -0.559
H -0.1155 2.5642 -1.8964 0.19 -0.41 0.00 0.318
C -0.0651 -1.0466 -0.7751 -0.15 -0.22 -0.20 -0.687
H 0.8771 1.8492 0.2988 0.02 -0.05 -0.09 0.266
C 0.2505 -0.6359 1.3782 0.14 -0.02 0.04 -0.759
C 0.3201 -1.8530 0.4563 0.21 -0.55 0.01 0.438
H 1.2616 -0.3364 1.6738 -0.09 0.18 -0.11 0.288
C -0.0260 1.5500 -0.2514 0.40 -0.33 1.19 -0.583
H -0.3606 -0.7743 2.2799 0.19 0.12 -0.23 0.301
H -0.9382 -1.4278 -1.3025 0.12 -0.18 -0.15 0.285
C -0.4059 0.1219 0.1761 0.02 -0.02 -0.18 0.359
O 0.1960 1.6849 -1.6372 -0.32 0.11 -0.37 -0.517
```
Forces are in eV/Å.


Question: The highest net charge belongs to which entry?
Answer: C3H9NO3


Question: Which formula does entry 3 have?
Answer: C3H9NO3


Question: Which value of net charge does entry 1 give?
Answer: 0